1.
{"formula": "C7H16F2NO3PS", "method": "ωB97M-V/def2-TZVPD", "relative_energy_kj_mol": 519.7, "spin_multiplicity": 1, "smiles": "C[C@@H](F)C[PH2](S)C(=O)NC(=O)F.CCO", "orbital_gap_ev": 8.373, "species": ["N", "H", "H", "F", "C", "O", "H", "C", "H", "F", "C", "H", "H", "H", "C", "H", "C", "H", "H", "O", "H", "C", "O", "H", "P", "S", "H", "H", "H", "C", "H"], "positions_angstrom": [[-0.12441, 1.01520, -0.54748], [0.02275, -0.52054, 2.02268], [1.76509, -1.19123, -2.84743], [-3.78724, 2.12781, 3.55977], [2.18861, -1.19297, -3.85573], [3.69177, -2.33005, -5.34811], [-2.07007, 1.01626, 4.19934], [-2.72421, 0.50394, 1.96150], [-1.69488, -2.05979, 1.01695], [2.02938, 0.68683, 0.98553], [3.15862, -2.34274, -4.03205], [2.68814, -0.23439, -4.03009], [-0.46089, 2.38228, 2.29587], [-3.74186, -0.05472, 2.19362], [-1.40884, 2.76182, 2.87303], [3.98480, -2.27227, -3.31792], [-1.02657, -0.13767, -0.16763], [1.37232, -1.26340, -4.58208], [-1.05080, 3.23347, 3.88716], [-1.66908, -0.79142, -1.17261], [4.14811, -1.48002, -5.47142], [-2.44604, 1.52321, 3.21424], [2.11536, 0.42734, -1.42692], [-2.95243, 1.18442, 1.01324], [-1.34176, -0.76856, 1.62354], [-1.61898, -1.76036, 3.54154], [-0.61181, -1.38548, 4.44523], [-2.01491, 3.59806, 2.29180], [2.65052, -3.29934, -3.87866], [1.34136, 0.70338, -0.34160], [-0.41204, 1.92092, -0.10531]], "forces_ev_per_a": [[2.07, -0.85, 1.63], [-0.65, 0.26, -0.54], [0.06, 0.04, -0.31], [2.79, -1.21, -0.83], [-0.27, -0.13, 0.07], [0.35, 0.08, -0.34], [-1.01, 0.62, -2.09], [-1.53, 1.73, 0.13], [0.12, 1.23, 0.40], [-2.61, 0.25, -3.51], [-0.04, 0.42, -0.07], [-0.01, -0.07, 0.18], [-1.89, 0.70, 1.01], [2.31, 0.87, -0.40], [-0.95, 0.03, 0.48], [-0.10, -0.06, 0.19], [-3.40, -3.08, -6.42], [0.10, -0.10, 0.09], [-0.70, -0.95, -2.03], [4.29, 4.37, 6.27], [-0.27, -0.48, 0.06], [0.08, 0.76, 0.26], [-5.50, 2.13, 8.66], [0.63, -1.45, 1.87], [-0.02, -0.13, 0.15], [0.36, -0.66, 1.86], [-0.85, -0.02, -1.25], [1.44, -1.85, 1.00], [0.16, 0.06, -0.19], [4.56, -1.31, -6.21], [0.47, -1.18, -0.12]]}

=====

2.
{"formula": "C4H6N3", "method": "ωB97M-V/def2-TZVPD", "relative_energy_kj_mol": 563.1, "spin_multiplicity": 1, "smiles": "C[NH+]=c1[nH]c#c[nH]1", "charge": 1, "orbital_gap_ev": [7.034, 7.426], "species": ["C", "H", "H", "H", "H", "C", "N", "N", "C", "N", "C", "H", "H"], "positions_angstrom": [[-1.23829, 1.39129, -0.44424], [-1.64345, 1.88051, -1.33809], [-2.15931, 1.01323, -0.10461], [0.22833, 0.41603, -1.73426], [-0.86416, -0.34432, 1.57117], [0.97226, -1.40907, 1.74445], [0.09282, -0.51667, 1.32130], [1.46438, -1.11286, -0.28959], [0.35055, -0.38383, -0.01548], [-0.33870, 0.29071, -0.90796], [1.98202, -1.61732, 0.85570], [1.93933, -1.44077, -1.10986], [-0.78579, 1.83307, 0.45148]], "forces_ev_per_a": [[0.35, -0.84, -0.65], [1.10, 0.94, 0.45], [-1.14, -1.32, 0.70], [-0.57, 0.19, -0.57], [-0.25, -0.03, 1.03], [0.77, -1.41, 0.92], [-0.58, 1.04, -1.38], [0.43, -1.06, 0.45], [0.09, -0.13, -1.45], [0.06, 0.59, 0.90], [0.06, 0.07, 1.63], [-0.36, 0.92, -1.12], [0.02, 1.04, -0.92]]}

=====

3.
{"formula": "C40H35N7O6PSTeV", "method": "ωB97M-V/def2-TZVPD", "s2": 0.83, "relative_energy_kj_mol": 26.9, "spin_multiplicity": 2, "charge": 1, "orbital_gap_ev": [5.553, 5.961], "species": ["C", "H", "N", "H", "N", "H", "C", "P", "H", "H", "H", "O", "H", "C", "H", "C", "H", "H", "C", "V", "N", "H", "C", "C", "N", "C", "H", "H", "C", "C", "H", "C", "H", "H", "H", "H", "C", "H", "H", "H", "H", "C", "H", "C", "C", "C", "H", "C", "C", "C", "C", "H", "C", "O", "H", "C", "Te", "C", "N", "S", "C", "N", "C", "H", "C", "O", "C", "H", "H", "C", "O", "C", "C", "C", "H", "H", "C", "C", "C", "C", "H", "C", "C", "O", "H", "C", "O", "N", "C", "H", "H", "C"], "positions_angstrom": [[-3.50110, 0.21141, 2.39137], [-2.09802, -6.64573, 1.23006], [0.64728, 0.31426, 2.31994], [6.02261, 0.68799, -4.20045], [-1.52168, -5.82159, 1.17802], [3.74870, 1.48286, -3.70607], [-1.33708, 4.10113, 0.21926], [1.56181, 0.27552, -2.13533], [1.59110, 1.71747, 5.74435], [-0.55054, -1.78516, -1.77232], [3.84087, -3.79775, 2.03852], [0.30899, -7.08734, 1.59502], [5.36144, -2.77062, -1.76520], [5.83604, -1.08526, -3.00949], [-1.82260, -3.08693, -3.39818], [-6.15075, -0.28518, 1.65337], [-7.18416, -0.44143, 1.38430], [6.83812, -1.42914, -3.22668], [-0.36188, -1.63004, -2.83107], [0.04194, -0.60451, 0.56135], [1.20707, 2.30328, 1.30320], [-1.43918, -2.77492, -5.82223], [-1.62886, 5.47467, -0.01109], [-1.08563, -2.37663, -3.74625], [0.80296, 0.12529, 4.68863], [-0.20352, -6.00310, 1.40721], [-1.97883, -4.92268, 1.20437], [-0.49241, -0.87252, 6.00583], [1.21033, 4.77436, -2.77794], [1.49052, 2.13110, 3.65686], [0.93972, 1.94191, 0.39341], [1.42551, 2.02681, -2.47319], [-4.27116, 2.00277, 3.32218], [2.35855, -5.84216, 2.10442], [2.84257, -1.63819, 1.29109], [-0.78473, 3.75051, 1.06910], [4.09591, 0.54983, -3.27994], [-2.75907, 6.59478, -1.52419], [1.57331, 0.13313, -4.98777], [1.89786, 3.12698, 3.72075], [-0.30371, 4.33653, -4.23161], [0.08604, -1.29527, -5.54846], [3.07617, -1.98954, -1.27376], [1.99018, -4.87620, 1.78574], [2.25778, -2.54982, 1.33876], [2.13147, 4.25110, -1.87973], [1.08400, -1.63996, 5.78463], [0.66511, -4.76714, 1.39072], [3.72680, -1.39805, -1.90764], [0.81713, -0.55744, -4.63303], [1.10272, 1.57451, 2.40209], [-0.13013, 1.89901, -3.95280], [0.51872, 2.55368, -3.38713], [-7.96772, 1.58949, 2.34801], [1.58954, 3.23215, 1.34844], [0.20343, -3.52956, 0.97978], [-1.78731, 1.18468, -0.99970], [3.26533, -0.20004, -2.45325], [-6.83206, 1.84682, 2.67888], [-2.73297, 4.17907, -1.89573], [-0.86819, -2.20071, -5.10572], [1.22403, -0.07496, -0.57754], [5.00844, -1.83818, -2.18441], [-2.47126, 0.39527, 2.66376], [-1.86564, 3.26752, -0.72886], [-6.47551, 2.86171, 3.23806], [-2.37819, 5.66834, -1.12898], [-0.81898, -3.38596, 0.66314], [2.97746, 2.47154, -1.04254], [-3.83231, -0.92213, 1.65614], [-0.07597, -1.53808, 3.43536], [5.38009, 0.10304, -3.55682], [-2.78144, -1.82541, 1.11591], [-5.15487, -1.18533, 1.30822], [0.95735, -0.14129, 6.74204], [-1.31459, 6.27844, 0.63770], [2.80081, -3.75137, 1.74914], [-4.48763, 1.10716, 2.76017], [2.24178, 2.87906, -1.72834], [0.42774, -0.43806, 3.47145], [2.76778, 4.91258, -1.30700], [0.57243, -0.68566, 5.88441], [0.41565, 3.92758, -3.53652], [-2.93567, -3.00091, 0.85576], [-5.38884, -2.08148, 0.75127], [-5.78485, 0.84618, 2.35798], [-1.62429, -1.21921, 0.92246], [0.97476, -2.43924, 0.97696], [1.32179, 1.36980, 4.75654], [0.26433, -1.16656, -6.60687], [1.11048, 5.84572, -2.88615], [0.58080, -0.70861, -3.26615]], "forces_ev_per_a": [[-0.01, 0.00, -0.02], [-0.01, 0.02, 0.00], [-0.26, -0.10, 0.00], [0.01, 0.00, 0.00], [-0.05, -0.04, 0.06], [-0.01, 0.00, 0.01], [-0.15, 0.02, -0.15], [0.02, -0.15, 0.13], [-0.02, 0.02, 0.00], [0.02, 0.05, -0.05], [0.00, -0.01, 0.00], [0.00, -0.02, -0.01], [0.01, -0.01, 0.01], [0.00, -0.03, 0.02], [-0.01, -0.01, 0.01], [0.13, -0.03, 0.05], [0.00, 0.01, -0.02], [0.01, -0.01, 0.00], [-0.07, -0.06, 0.12], [0.72, 1.71, -0.65], [0.22, 0.05, -0.10], [-0.01, -0.01, -0.01], [-0.03, 0.00, -0.04], [0.02, 0.02, -0.05], [0.01, -0.06, -0.02], [0.09, 0.04, 0.00], [-0.01, 0.02, -0.07], [0.01, -0.01, 0.01], [0.00, 0.01, 0.02], [-0.04, -0.04, -0.02], [-0.07, -0.01, 0.09], [0.03, 0.05, -0.02], [0.00, 0.01, -0.01], [0.01, -0.02, 0.00], [0.01, -0.03, 0.02], [0.08, -0.10, 0.20], [-0.02, 0.04, -0.01], [-0.03, 0.04, 0.00], [0.00, 0.02, 0.01], [-0.02, 0.01, -0.01], [0.00, 0.00, -0.02], [0.00, -0.01, 0.01], [0.00, 0.01, -0.01], [-0.03, -0.01, -0.03], [0.01, 0.04, 0.04], [-0.04, 0.03, -0.02], [-0.01, 0.01, 0.02], [0.01, 0.06, -0.07], [-0.06, -0.05, 0.01], [0.02, -0.01, 0.01], [0.20, 0.14, 0.04], [-0.02, -0.01, 0.02], [-0.04, -0.01, 0.03], [-0.07, 0.00, 0.01], [-0.08, 0.02, 0.02], [-0.01, -0.22, 0.14], [-0.17, -0.15, 0.40], [0.07, 0.04, 0.10], [0.11, -0.08, -0.04], [0.01, 0.05, -0.10], [0.00, -0.01, 0.04], [-0.46, -0.54, 0.13], [0.02, 0.02, -0.03], [0.01, 0.02, -0.05], [0.28, -0.02, 0.00], [-0.02, 0.04, 0.06], [0.00, -0.06, -0.01], [0.00, -0.02, 0.00], [0.00, -0.03, 0.00], [-0.28, -0.07, -0.17], [0.00, -0.05, -0.01], [0.00, 0.02, -0.02], [0.36, -0.05, 0.15], [0.05, 0.07, 0.14], [-0.01, -0.03, 0.02], [0.02, 0.03, 0.03], [0.01, 0.07, -0.01], [0.00, -0.08, -0.04], [0.10, 0.01, -0.01], [-0.03, 0.12, -0.05], [0.01, 0.01, 0.01], [0.00, 0.00, 0.00], [0.01, -0.01, 0.00], [-0.24, 0.08, -0.06], [0.01, 0.00, -0.03], [-0.12, 0.07, 0.02], [-0.12, -0.68, -0.02], [-0.10, -0.24, 0.04], [0.03, 0.03, -0.02], [0.00, 0.00, -0.02], [0.01, 0.02, -0.01], [-0.04, 0.07, -0.15]]}

=====

4.
{"formula": "C6H8", "method": "ωB97M-V/def2-TZVPD", "relative_energy_kj_mol": 544.9, "spin_multiplicity": 1, "orbital_gap_ev": 9.027, "species": ["H", "C", "C", "H", "C", "H", "H", "H", "C", "H", "H", "C", "C", "H"], "positions_angstrom": [[-0.22188, 1.74761, 0.83998], [-1.90002, 0.23212, 1.20972], [1.73745, -0.99505, -0.76248], [1.68410, 1.24799, -1.65883], [1.26361, -0.04682, 0.44285], [-2.36713, 1.01628, 1.96891], [-1.52368, -0.77982, 1.67375], [2.86489, -1.16423, -0.82639], [-0.62668, 0.76581, 0.48677], [1.28261, -2.00438, -1.13189], [-0.63449, -0.65995, -1.01053], [-0.16294, 0.18439, -0.66529], [1.28245, 0.38846, -0.96279], [-2.67828, 0.06760, 0.39622]], "forces_ev_per_a": [[-0.19, -1.17, -0.35], [0.35, 0.23, 0.06], [1.37, -2.25, -0.27], [-0.58, -1.61, 1.86], [0.67, -0.13, -0.45], [1.29, -1.95, -1.41], [-1.31, 2.00, -0.56], [-1.43, 0.46, 0.76], [-0.74, 0.79, 0.90], [0.03, 2.28, 0.51], [-1.08, -1.99, -0.78], [0.76, 1.85, 0.97], [-0.04, 1.66, -2.41], [0.88, -0.16, 1.16]]}

=====

5.
{"formula": "CH3F2N", "method": "ωB97M-V/def2-TZVPD", "relative_energy_kj_mol": 381.6, "spin_multiplicity": 1, "smiles": "CN(F)F", "orbital_gap_ev": 12.088, "species": ["F", "H", "N", "F", "C", "H", "H"], "positions_angstrom": [[-0.56878, 0.46395, 1.59831], [0.43413, -0.66636, -1.29401], [-0.14641, -0.47271, 0.73257], [1.30635, -0.46184, 1.14316], [-0.12070, 0.02542, -0.58009], [-1.09443, 0.00678, -0.98019], [0.18983, 1.10478, -0.61976]], "forces_ev_per_a": [[-0.91, 1.02, 0.00], [-0.22, 0.95, 1.44], [2.70, -1.98, 1.65], [-1.64, -0.28, -0.89], [1.41, 1.47, -2.07], [-1.60, -0.12, -0.07], [0.25, -1.07, -0.05]]}

=====

6.
{"formula": "C12H18NO2", "method": "ωB97M-V/def2-TZVPD", "relative_energy_kj_mol": 772.9, "spin_multiplicity": 1, "charge": 1, "orbital_gap_ev": [5.494, 5.494], "species": ["H", "H", "C", "C", "H", "N", "C", "C", "C", "H", "C", "O", "C", "H", "H", "O", "H", "H", "H", "H", "C", "H", "C", "H", "C", "H", "C", "H", "H", "H", "H", "C", "H"], "positions_angstrom": [[4.42644, -1.07363, -1.42046], [-1.86678, 3.51069, -0.42776], [1.42104, 0.89715, 0.88771], [0.84939, -0.41231, 0.17788], [-2.12302, -3.29319, -0.06874], [3.08726, -0.05685, -0.40062], [4.28723, -0.86506, -0.39662], [-0.97966, 1.10024, -0.71969], [-0.82896, 3.58451, -0.87118], [-0.29142, -0.62351, -1.61955], [-2.28925, -0.89893, 0.98201], [1.91666, -0.90552, -0.55929], [0.90672, 2.14162, 0.33287], [-2.86585, -1.76593, 1.34597], [-0.82904, 3.84463, -1.86175], [2.85993, 0.75772, 0.75260], [0.05126, -0.93799, 2.21074], [0.71884, -2.32202, 1.36778], [-0.42667, -3.33634, -0.76874], [5.14045, -0.15069, -0.16534], [0.21091, -1.44623, 1.12282], [1.38759, 2.97519, 0.53015], [-0.38633, -0.20298, -0.60784], [1.04044, 0.94852, 1.97400], [-1.30983, -2.68863, -0.59040], [-2.87406, -0.45352, 0.17352], [-1.00595, -1.48436, 0.29768], [-1.73086, -2.45449, -1.48561], [-0.41642, 4.44199, -0.38261], [4.18773, -1.66375, 0.38399], [-1.97475, 1.19572, -1.17199], [-0.24838, 2.25444, -0.41227], [-1.86719, -0.27777, 1.77911]], "forces_ev_per_a": [[0.09, -1.20, -0.96], [0.69, 0.55, -1.03], [0.35, -1.61, 0.38], [2.33, 1.25, 1.87], [1.24, 0.41, -0.49], [-1.12, 1.86, -2.13], [0.25, 1.44, 2.96], [0.69, -0.51, -0.12], [-1.57, -0.98, 3.94], [-0.17, 0.15, -0.03], [1.05, -1.86, -0.73], [0.75, -0.40, 0.28], [-2.81, -3.32, -2.27], [0.11, 0.62, 0.39], [-0.12, -0.18, -2.68], [-1.11, -0.58, 1.49], [0.06, -1.08, -2.46], [1.04, -1.57, -0.25], [-0.50, 0.40, 0.15], [-1.09, -0.88, 0.07], [0.11, 2.71, 3.06], [2.65, 4.00, 0.98], [-0.85, -1.26, -0.58], [1.16, -0.43, -1.12], [0.55, -1.85, 3.51], [-0.18, 0.39, 0.63], [-3.02, 1.39, -1.43], [-1.09, 1.02, -2.65], [0.65, 0.32, 0.60], [0.55, 0.23, -1.06], [0.37, 0.01, 0.08], [0.00, 0.61, -0.25], [-1.05, 0.34, -0.17]]}